(1)
Below is C25H24B3N3O25Pb as an isolated structure, with properties calculated with ωB97M-V/def2-TZVPD.

Its charge is -2. As for the maximum force: 2.03 eV/A. For the LUMO energy, the calculation gives 3.33 eV.

```
81
C25H24B3N3O25Pb, DFT ωB97M-V/def2-TZVPD
Pb 1.551 0.919 0.087
O -5.975 0.350 -3.629
C -5.214 1.054 -3.036
O -3.952 1.255 -3.386
B -3.289 2.189 -2.470
O -4.296 2.485 -1.440
C -5.464 1.946 -1.763
O -6.485 2.107 -1.175
O -2.793 3.488 -3.031
C -1.505 3.566 -2.850
O -0.791 4.481 -3.146
C -1.033 2.300 -2.085
O -2.074 1.522 -1.923
O 0.082 2.022 -1.719
O 0.126 1.934 4.810
C -0.847 2.173 4.180
O -2.024 2.537 4.629
B -3.022 2.585 3.587
O -2.268 2.256 2.330
C -1.022 1.975 2.630
O -0.169 1.681 1.830
O -3.657 3.919 3.428
C -4.988 3.769 3.370
O -5.747 4.635 3.063
C -5.283 2.274 3.608
O -4.158 1.675 3.819
O -6.395 1.833 3.696
O 0.026 -1.078 0.452
C -0.943 -1.703 0.840
O -1.832 -2.285 0.122
B -3.065 -2.533 0.933
O -2.640 -2.241 2.332
C -1.381 -1.803 2.315
O -0.807 -1.363 3.270
O -3.522 -3.932 0.777
C -4.821 -3.930 0.456
O -5.502 -4.884 0.258
C -5.250 -2.461 0.314
O -4.184 -1.682 0.543
O -6.336 -2.087 0.034
C 4.681 0.879 -1.641
O 3.731 1.398 -0.796
H 4.535 -0.210 -1.807
H 4.519 1.288 -2.659
H 5.742 1.052 -1.387
C -2.273 -1.664 -3.151
C -1.212 -2.663 -3.641
C -0.076 -2.828 -2.606
C 0.635 -1.556 -2.387
N 1.206 -0.574 -2.232
H -1.741 -0.732 -2.951
H -2.607 -2.057 -2.189
H -3.123 -1.489 -3.802
H -0.728 -2.354 -4.570
H -1.719 -3.615 -3.813
H 0.691 -3.498 -3.006
H -0.431 -3.323 -1.703
C 7.002 2.008 2.250
C 6.550 3.455 2.227
C 5.243 3.616 1.415
C 4.063 2.861 1.849
N 3.148 2.264 2.193
H 7.594 1.750 3.134
H 7.565 1.771 1.351
H 6.131 1.371 2.428
H 7.266 4.105 1.723
H 6.399 3.846 3.233
H 5.353 3.313 0.369
H 4.839 4.633 1.429
C 2.168 -4.648 -0.268
C 3.288 -4.107 -1.141
C 4.138 -2.972 -0.529
C 3.428 -1.996 0.298
N 2.844 -1.280 0.978
H 1.479 -5.269 -0.843
H 1.664 -3.859 0.293
H 2.489 -5.364 0.496
H 2.940 -3.661 -2.076
H 3.945 -4.938 -1.401
H 4.731 -2.443 -1.272
H 4.852 -3.458 0.145
```

---

(2)
Below is C25H24BClF4N3O10V as an isolated structure, with properties calculated with ωB97M-V/def2-TZVPD.

Its charge is -1. As for the maximum force: 1.34 eV/A. As for the multiplicity: 4. For the LUMO energy (alpha / beta), the calculation gives 2.23 / 2.22 eV.

```
69
C25H24BClF4N3O10V, DFT ωB97M-V/def2-TZVPD
V 0.534 -0.493 -0.317
O 1.400 1.495 -3.839
C 1.338 0.995 -2.606
O 0.332 0.417 -2.230
C 2.481 1.200 -1.692
C 3.644 1.838 -1.979
C 4.633 1.847 -0.928
C 4.332 1.461 0.322
C 2.950 1.095 0.625
N 2.190 0.671 -0.488
C 2.319 1.118 1.798
O 2.861 1.296 3.031
O 0.940 0.833 1.840
H 0.531 1.330 -4.232
H 3.839 2.250 -2.958
H 5.633 2.201 -1.147
H 5.068 1.506 1.114
H 2.745 0.448 3.493
C 3.164 -2.431 -2.062
C 2.089 -3.162 -1.286
N 0.758 -2.521 -1.375
C 0.263 -2.453 -2.770
C 0.176 -3.766 -3.532
C -0.187 -3.310 -0.541
C -1.575 -2.676 -0.415
N -1.459 -1.231 -0.286
C -2.550 -0.454 -0.274
C -2.387 0.957 -0.221
F -1.121 1.458 -0.145
C -3.419 1.857 -0.219
F -3.114 3.168 -0.172
C -4.747 1.457 -0.260
C -4.944 0.092 -0.297
F -6.204 -0.395 -0.321
C -3.915 -0.828 -0.298
F -4.260 -2.139 -0.287
H 4.120 -2.937 -1.911
H 3.278 -1.402 -1.718
H 2.974 -2.416 -3.137
H 2.339 -3.187 -0.226
H 2.014 -4.208 -1.616
H 0.910 -1.767 -3.314
H -0.713 -1.967 -2.726
H 1.155 -4.213 -3.715
H -0.277 -3.573 -4.507
H -0.442 -4.516 -3.039
H 0.278 -3.423 0.437
H -0.311 -4.318 -0.957
H -2.041 -3.147 0.457
H -2.187 -2.952 -1.283
H -5.564 2.159 -0.264
O -1.224 1.411 2.620
B 0.063 1.795 2.248
O 0.264 3.163 2.337
C -0.972 3.650 2.712
C -1.348 4.955 2.902
C -2.682 5.173 3.262
C -3.574 4.119 3.417
C -3.172 2.793 3.222
C -1.859 2.600 2.873
H -0.646 5.767 2.770
H -3.025 6.188 3.416
H -4.602 4.324 3.686
H -3.850 1.957 3.322
O 2.135 -1.495 3.719
Cl 1.338 -2.245 2.761
O 1.707 -3.629 2.794
O -0.072 -2.080 3.016
O 1.647 -1.712 1.397
```